Density functional theory data (wB97M-V/def2-TZVPD) for a structure of composition C30H52NdP2 at a distorted geometry.

Structure (XYZ):
```
85
C30H52NdP2 (wB97M-V/def2-TZVPD)
Nd 1.839 1.013 0.072
C 2.254 0.655 2.763
C 2.142 -0.621 2.135
C 3.991 0.482 1.274
C 3.353 1.358 2.213
C 3.276 -0.765 1.287
C 1.532 1.082 3.974
H 0.719 0.407 4.255
H 1.109 2.078 3.840
H 2.241 1.118 4.816
C 3.781 2.727 2.629
H 3.580 2.916 3.697
H 3.248 3.507 2.064
H 4.858 2.863 2.456
C 4.911 0.939 0.195
H 5.457 1.848 0.495
H 4.381 1.182 -0.762
H 5.634 0.148 -0.048
C 3.663 -2.021 0.604
H 4.244 -2.645 1.302
H 4.291 -1.830 -0.275
H 2.777 -2.602 0.316
C 1.080 -1.633 2.380
H 1.450 -2.579 2.796
H 0.574 -1.952 1.457
H 0.300 -1.245 3.045
C -2.861 0.098 1.517
C -2.334 -0.580 2.554
C -2.753 -1.992 2.856
C -3.120 -2.814 1.588
C -1.937 -3.231 0.776
C -1.312 -2.451 -0.118
C -1.100 -0.947 -0.026
C -2.453 -0.195 0.104
H -3.661 -1.898 3.480
H -3.849 -2.235 1.009
H -1.995 -2.559 3.430
H -3.235 -0.762 -0.438
H -3.661 0.903 1.633
H -1.768 -0.039 3.328
H -2.384 0.759 -0.441
H -0.525 -0.668 0.870
H -0.764 -2.892 -0.955
H -0.510 -0.569 -0.894
H -3.641 -3.724 1.914
H -1.570 -4.260 0.958
P -1.708 -1.343 -3.616
P 0.911 -1.848 -4.891
C -1.873 -1.743 -5.443
C -0.496 -1.745 -6.119
H -2.517 -0.973 -5.903
H -2.380 -2.714 -5.572
H -0.394 -2.576 -6.837
H -0.331 -0.805 -6.671
C 2.158 -2.083 -6.222
H 3.105 -2.422 -5.792
H 2.331 -1.118 -6.708
H 1.822 -2.800 -6.980
C 0.670 -3.627 -4.449
H 0.317 -4.218 -5.302
H -0.030 -3.736 -3.616
H 1.640 -4.014 -4.115
C -2.510 0.316 -3.760
H -2.416 0.829 -2.790
H -3.573 0.214 -4.046
H -1.965 0.882 -4.535
C -3.138 -2.349 -2.996
H -3.731 -2.729 -3.846
H -3.794 -1.792 -2.302
H -2.706 -3.203 -2.448
C -1.779 3.834 3.527
C -0.628 4.457 2.747
C -1.159 5.557 1.819
C 0.396 5.073 3.716
C 0.050 3.450 1.939
C 0.612 2.593 1.258
H -2.334 4.595 4.081
H -1.412 3.111 4.253
H -2.476 3.344 2.849
H -1.770 6.289 2.369
H -0.324 6.103 1.356
H -1.787 5.119 1.035
H 0.912 4.288 4.288
H 1.136 5.667 3.155
H -0.084 5.745 4.446
```

Summary:
- net charge = +1
- frontier orbital gap (alpha / beta) (eV) = 6.36 / 6.43
- HOMO level (alpha / beta) (eV) = -9.9 / -9.9
- E_tot (hartree) = -2417.9575
- multiplicity = 4

Atomic partial charges in e from the Löwdin method, atoms 1 to 5:
1. Nd 1.787
2. C -0.303
3. C -0.303
4. C -0.360
5. C -0.319



Density functional theory data (wB97M-V/def2-TZVPD) for the ion C4H10NO with charge -1.

Structure (XYZ):
```
16
C4H10NO (wB97M-V/def2-TZVPD)
C 1.871 -0.351 -0.412
C 1.231 0.357 0.767
N -0.082 0.929 0.575
C -1.225 -0.005 0.619
C -1.855 -0.237 -0.788
O -1.003 -0.539 -1.761
H 2.930 -0.496 -0.211
H 1.394 -1.298 -0.669
H 1.756 0.254 -1.323
H 1.913 1.142 1.132
H 1.157 -0.304 1.633
H -0.115 1.352 -0.343
H -0.860 -0.941 1.044
H -2.000 0.411 1.278
H -2.451 0.721 -0.943
H -2.661 -0.994 -0.598
```

Summary:
- ΔE to the lowest compared entry with this formula, charge and spin (kcal per mole) = 12.03
- net charge = -1
- frontier orbital gap (eV) = 6.69
- HOMO level (eV) = -2.4
- E_tot (hartree) = -288.3725
- structure (SMILES) = CCNCC[O-]

Atomic partial charges in e from the Löwdin method, atoms 1 to 5:
1. C -0.125
2. C -0.341
3. N -0.102
4. C -0.255
5. C -0.575



Density functional theory data (wB97M-V/def2-TZVPD) for a structure of composition C36H24ClF10N8O7PS2Zr.

Structure (XYZ):
```
90
C36H24ClF10N8O7PS2Zr (wB97M-V/def2-TZVPD)
Zr -1.808 0.301 0.181
O -1.721 -5.499 -1.360
C -2.896 -4.978 -1.681
O -3.825 -5.646 -2.033
C -3.034 -3.484 -1.593
C -4.139 -2.767 -2.053
Cl -5.492 -3.315 -2.887
N -3.944 -1.458 -1.795
N -2.737 -1.276 -1.215
C -2.194 -2.495 -1.093
C -0.813 -2.495 -0.514
O -0.111 -3.497 -0.511
O -0.454 -1.332 -0.106
C -4.743 -0.337 -2.202
C -6.102 -0.329 -1.928
C -6.859 0.754 -2.348
C -6.254 1.817 -3.005
C -4.888 1.799 -3.255
C -4.123 0.710 -2.864
H -1.062 -4.829 -1.069
H -6.561 -1.150 -1.397
H -7.922 0.770 -2.150
H -6.849 2.662 -3.325
H -4.418 2.623 -3.773
H -3.063 0.669 -3.083
O 4.492 -5.343 -7.848
C 4.306 -5.605 -6.541
O 4.736 -6.606 -6.049
C 3.542 -4.586 -5.738
C 3.752 -4.584 -4.360
C 3.066 -3.699 -3.553
C 2.168 -2.805 -4.128
S 1.203 -1.693 -3.129
C 1.943 -2.804 -5.496
C 2.630 -3.703 -6.300
H 4.213 -4.448 -8.073
H 4.446 -5.301 -3.942
H 3.222 -3.706 -2.481
H 1.236 -2.110 -5.931
H 2.420 -3.716 -7.363
F -2.038 -0.844 2.066
P -1.098 0.024 3.265
F -2.195 1.165 3.094
F -0.170 0.933 4.119
F -0.016 -1.106 3.097
F -0.390 0.739 1.764
F -1.861 -0.688 4.411
S 2.616 -0.422 -2.363
C 2.943 -1.085 -0.778
N 3.727 -0.434 0.060
C 3.727 -1.075 1.383
C 2.881 -2.346 1.137
N 2.491 -2.214 -0.277
H 4.009 0.530 -0.105
H 3.276 -0.409 2.118
H 4.743 -1.306 1.693
H 1.992 -2.388 1.764
H 3.458 -3.257 1.276
H 1.692 -2.713 -0.658
F 2.613 5.535 -1.067
C 1.421 5.678 -0.490
C 1.007 6.945 -0.144
F 1.828 7.952 -0.397
C -0.254 7.191 0.436
C -1.047 6.047 0.652
C -0.610 4.788 0.316
F -1.416 3.748 0.603
C 0.626 4.553 -0.277
C 1.068 3.207 -0.649
C 0.173 2.247 -0.970
N -0.628 1.417 -1.210
C 2.422 2.782 -0.590
N 3.490 2.350 -0.573
F -2.248 6.151 1.209
C -0.699 8.508 0.778
C -1.980 8.768 1.326
N -3.008 9.033 1.775
C 0.095 9.665 0.589
N 0.692 10.643 0.464
C -4.579 3.002 1.330
C -4.765 1.649 0.675
C -5.473 0.646 1.562
O -3.472 1.118 0.336
H -5.554 3.454 1.513
H -4.008 3.670 0.688
H -4.061 2.901 2.285
H -5.297 1.765 -0.271
H -4.917 0.503 2.490
H -5.575 -0.318 1.060
H -6.471 1.007 1.812
```

Summary:
- ΔE to the lowest compared entry with this formula, charge and spin (kcal per mole) = 0.00
- net charge = +1
- frontier orbital gap (alpha / beta) (eV) = 6.69 / 6.84
- HOMO level (alpha / beta) (eV) = -10.7 / -11.7
- E_tot (hartree) = -4994.8028
- multiplicity = 2

Atomic partial charges in e from the Löwdin method, atoms 1 to 5:
1. Zr 1.894
2. O 0.153
3. C -0.488
4. O 0.117
5. C -0.017



Density functional theory data (wB97M-V/def2-TZVPD) for a cluster of 2 separate species, C4H12 in total at a distorted geometry.

Structure (XYZ):
```
16
C4H12 (wB97M-V/def2-TZVPD)
C 1.275 0.400 1.800
C 2.013 0.961 0.574
H 1.943 -0.246 2.372
H 0.359 -0.178 1.639
H 0.910 1.185 2.479
H 2.991 0.505 0.541
H 2.114 2.038 0.649
H 1.480 0.777 -0.354
C -1.046 -1.145 -1.437
C -2.227 -0.250 -0.994
H -1.400 -2.159 -1.594
H -0.244 -1.108 -0.714
H -0.616 -0.711 -2.343
H -2.795 0.103 -1.847
H -2.892 -0.793 -0.332
H -1.864 0.622 -0.439
```

Summary:
- ΔE to the lowest compared entry with this formula, charge and spin (kcal per mole) = 5.55
- frontier orbital gap (eV) = 12.94
- HOMO level (eV) = -11.8
- E_tot (hartree) = -159.5761
- structure (SMILES) = CC.CC

Atomic partial charges in e from the Löwdin method, atoms 1 to 5:
1. C -0.170
2. C -0.155
3. H 0.057
4. H 0.048
5. H 0.061



Density functional theory data (wB97M-V/def2-TZVPD) for the ion C7H13FNS with charge +1 at a distorted geometry.

Structure (XYZ):
```
23
C7H13FNS (wB97M-V/def2-TZVPD)
C -1.467 -2.810 0.446
C -0.256 -2.829 1.556
S -0.204 -1.061 2.280
C 0.929 -0.144 1.104
C 0.294 1.212 0.438
C 1.565 1.709 -0.523
N 1.168 2.413 -1.636
C -0.345 2.442 -1.659
C -0.819 1.109 -0.761
F -2.267 1.181 -0.447
H -1.133 -3.243 -0.605
H -2.415 -3.336 0.886
H -1.756 -1.680 0.246
H 0.811 -2.965 1.042
H -0.352 -3.655 2.379
H 1.901 0.131 1.707
H 1.256 -0.843 0.196
H 0.119 2.039 1.249
H 2.652 1.437 -0.147
H 1.896 2.771 -2.293
H -0.602 3.486 -1.201
H -0.561 2.398 -2.828
H -0.417 0.238 -1.431
```

Summary:
- ΔE to the lowest compared entry with this formula, charge and spin (kcal per mole) = 58.19
- net charge = +1
- frontier orbital gap (eV) = 6.46
- HOMO level (eV) = -11.8
- E_tot (hartree) = -826.9108
- structure (SMILES) = CCSC[C@H]1C=[NH+]C[C@@H]1F

Atomic partial charges in e from the Löwdin method, atoms 1 to 5:
1. C -0.186
2. C -0.477
3. S 0.775
4. C -0.488
5. C -0.206



Density functional theory data (wB97M-V/def2-TZVPD) for a cluster of 2 separate species, CH5N3O2S in total at a distorted geometry.

Structure (XYZ):
```
12
CH5N3O2S (wB97M-V/def2-TZVPD)
C -0.027 0.452 0.013
N -0.071 1.705 -0.177
N -0.841 -0.138 1.020
N 0.691 -0.484 -0.674
O 1.083 -1.923 3.032
O 0.122 -2.935 1.030
S -0.097 -2.306 2.313
H -1.358 0.598 1.488
H 0.564 2.056 -0.884
H -1.478 -0.804 0.598
H 1.449 -0.173 -1.255
H 0.768 -1.414 -0.288
```

Summary:
- ΔE to the lowest compared entry with this formula, charge and spin (kcal per mole) = 0.00
- frontier orbital gap (alpha / beta) (eV) = 8.25 / 5.38
- HOMO level (alpha / beta) (eV) = -7.6 / -9.6
- E_tot (hartree) = -753.9156
- multiplicity = 3

Atomic partial charges in e from the Löwdin method, atoms 1 to 5:
1. C -0.607
2. N 0.112
3. N 0.056
4. N 0.138
5. O -0.410